# 1
{"formula": "C30H28N2NaO3P", "method": "wB97M-V/def2-TZVPD", "homo_ev": -8.07, "gap_ev": 8.35, "species": ["Na", "C", "C", "C", "C", "C", "O", "C", "N", "C", "C", "C", "C", "C", "C", "P", "C", "C", "C", "C", "C", "C", "C", "C", "C", "C", "C", "C", "H", "H", "H", "H", "H", "H", "H", "H", "H", "H", "H", "H", "H", "H", "H", "H", "H", "H", "H", "H", "H", "H", "H", "H", "O", "C", "O", "C", "C", "C", "C", "C", "N", "H", "H", "H", "H"], "xyz": [[7.42153, 9.33826, 8.59276], [5.33610, 6.36775, 9.85989], [6.52783, 5.40822, 9.95216], [6.40157, 4.40443, 8.77995], [7.91128, 6.19103, 10.02680], [9.27924, 5.35846, 10.06698], [9.70919, 5.41024, 8.78033], [9.18297, 6.52210, 8.18942], [8.16454, 7.00369, 8.76099], [9.77073, 6.97138, 6.89538], [9.69343, 5.98511, 5.88831], [9.94896, 6.39466, 4.56234], [10.35035, 7.69869, 4.33601], [10.44702, 8.60915, 5.36400], [10.21187, 8.27498, 6.67746], [10.27729, 9.36433, 8.09352], [11.51154, 8.50509, 9.19435], [11.54681, 8.90516, 10.52748], [12.51856, 8.28378, 11.35240], [13.33030, 7.32860, 10.84296], [13.28445, 6.94832, 9.51719], [12.32096, 7.56633, 8.72910], [11.06370, 10.87855, 7.47953], [12.27773, 11.32089, 7.97920], [12.88426, 12.47132, 7.36457], [12.27732, 13.18371, 6.34779], [11.04067, 12.77084, 5.94841], [10.42514, 11.64190, 6.47314], [4.45288, 5.74318, 10.03433], [5.29841, 6.82536, 8.89006], [5.45025, 7.09105, 10.67037], [6.52220, 4.87212, 10.91772], [6.59351, 4.96550, 7.84069], [5.45362, 3.90784, 8.87684], [7.13362, 3.55490, 8.77469], [7.88937, 6.89559, 10.86989], [9.00381, 4.31334, 10.33435], [10.02530, 5.77310, 10.75734], [9.24528, 5.02686, 6.25575], [9.82836, 5.64766, 3.71979], [10.83756, 7.92807, 3.38499], [10.77887, 9.60455, 5.18339], [11.10865, 9.83929, 10.77690], [12.64504, 8.71798, 12.30322], [14.11422, 6.92852, 11.52212], [14.10231, 6.47791, 9.07485], [12.30982, 7.50481, 7.63101], [12.74788, 10.83201, 8.82762], [13.78391, 12.89683, 7.85915], [12.73810, 13.96364, 5.77446], [10.53935, 13.41042, 5.34836], [9.30233, 11.49816, 6.18650], [7.70461, 11.59155, 7.78319], [7.86355, 11.79469, 9.03682], [7.26758, 11.14165, 9.91338], [8.79721, 12.91544, 9.44713], [9.07626, 13.87399, 8.51354], [9.87427, 14.92165, 8.85315], [10.43869, 14.99740, 10.14301], [10.17037, 13.92098, 10.97645], [9.42659, 12.86550, 10.63583], [8.66647, 13.93463, 7.55340], [10.20261, 15.67759, 8.09796], [11.09991, 15.79622, 10.51253], [10.64079, 13.83836, 11.93623]], "atomic_forces_ev_per_a": [[-0.11, 0.15, -0.04], [0.70, -0.94, 1.27], [1.58, -0.07, -0.14], [1.93, -0.02, 0.27], [0.56, 0.22, -1.07], [-3.08, -0.65, 2.15], [1.74, 0.15, -2.56], [0.00, -0.41, 0.43], [-0.66, 0.22, 0.99], [-0.56, -1.58, 0.03], [-0.92, 0.96, 0.31], [-0.35, -1.97, 0.08], [0.90, -0.57, -0.66], [0.57, 0.36, 0.18], [-0.63, -0.86, -0.27], [-0.38, 0.67, 1.14], [-2.85, 2.54, 0.79], [2.02, -0.87, -0.14], [-2.40, 1.85, -1.10], [1.91, -1.53, 0.94], [-1.08, 1.52, 0.27], [2.16, -1.72, -2.35], [0.07, -0.05, -0.71], [0.56, 1.67, -1.16], [0.60, -0.29, 1.98], [0.76, -1.06, 0.34], [0.16, -2.05, 1.63], [-2.02, 0.22, -0.12], [-0.12, 0.49, -0.13], [-0.13, 0.36, -0.41], [-0.41, 0.25, -0.23], [-0.33, 0.07, -0.29], [-0.70, -0.48, 0.33], [-0.67, 0.11, -0.53], [-0.25, 0.83, 0.29], [-0.20, -0.19, -0.19], [0.61, 0.54, -0.07], [-0.21, -0.02, -0.10], [0.73, 0.68, -1.04], [0.35, 1.07, 1.08], [-0.80, 0.24, 0.01], [0.31, 0.52, -0.43], [-0.88, 0.41, 0.71], [0.28, 0.01, 1.22], [-0.51, 0.18, -0.69], [0.90, -1.34, -0.58], [0.34, -0.75, 0.52], [0.08, 0.06, -0.23], [-0.43, -0.58, -0.63], [0.38, 0.57, 0.39], [-1.80, 1.52, -2.27], [2.32, -0.19, 0.68], [0.39, 0.09, 0.89], [-0.83, -0.30, -0.96], [0.26, -0.23, 0.54], [0.48, -1.10, 0.51], [0.12, 1.16, 0.29], [2.22, 1.91, 0.59], [-0.26, -0.23, -0.34], [0.12, -0.43, -0.48], [-0.86, 0.37, -0.36], [-0.79, -0.67, -1.17], [-0.64, -0.62, 0.66], [-0.45, -0.34, -0.49], [0.18, 0.12, 0.48]], "mulliken_charge": [0.800, -1.475, 0.326, -1.308, -0.274, -0.416, -0.380, -0.275, -0.190, 0.777, -0.742, -0.665, -0.833, -0.644, 0.491, 0.719, 0.134, -0.682, -0.823, -0.474, -1.053, 0.407, 0.851, -0.485, -0.592, -0.738, -0.741, -0.248, 0.454, 0.279, 0.396, 0.312, 0.226, 0.494, 0.293, 0.514, 0.403, 0.212, 0.402, 0.318, 0.359, 0.573, 0.499, 0.508, 0.333, 0.494, 0.365, 0.405, 0.300, 0.424, 0.577, 0.116, -0.748, 0.684, -0.851, 0.361, -0.177, -0.345, -0.451, -0.323, -0.518, 0.523, 0.344, 0.360, 0.418]}

---

# 2
{"formula": "C30H28N2O3", "method": "wB97M-V/def2-TZVPD", "smiles": "CCOc1ccccc1NC(=O)c1cccc(NC(=O)CC(c2ccccc2)c2ccccc2)c1", "homo_ev": -8.23, "gap_ev": 8.46, "species": ["C", "C", "O", "C", "C", "C", "C", "C", "C", "N", "C", "O", "C", "C", "C", "C", "C", "N", "C", "O", "C", "C", "C", "C", "C", "C", "C", "C", "C", "C", "C", "C", "C", "C", "C", "H", "H", "H", "H", "H", "H", "H", "H", "H", "H", "H", "H", "H", "H", "H", "H", "H", "H", "H", "H", "H", "H", "H", "H", "H", "H", "H", "H"], "xyz": [[-4.43771, -3.28501, -2.22064], [-3.96829, -3.12396, -0.77844], [-4.19761, -1.82575, -0.26937], [-5.47896, -1.44147, 0.05799], [-6.58058, -2.27687, 0.11493], [-7.81905, -1.77406, 0.48807], [-7.96382, -0.43833, 0.80471], [-6.87080, 0.41075, 0.75339], [-5.62748, -0.07715, 0.38265], [-4.47611, 0.70825, 0.31003], [-4.30748, 2.02118, 0.63096], [-5.19780, 2.75989, 1.00078], [-2.90098, 2.50368, 0.47279], [-2.70943, 3.84798, 0.16588], [-1.42938, 4.35022, 0.02832], [-0.32598, 3.53526, 0.20795], [-0.50651, 2.19481, 0.53796], [0.56083, 1.31401, 0.74539], [1.89897, 1.58302, 0.80671], [2.38110, 2.68343, 0.67938], [2.72217, 0.33212, 1.08939], [4.18617, 0.54393, 0.68261], [4.29836, 0.54230, -0.82834], [4.43626, 1.73427, -1.52548], [4.51638, 1.73427, -2.90714], [4.46438, 0.54152, -3.60720], [4.32888, -0.65197, -2.91854], [4.24487, -0.65093, -1.53799], [5.14141, -0.47054, 1.26209], [4.74744, -1.72986, 1.69421], [5.67856, -2.63341, 2.17935], [7.01787, -2.29443, 2.23525], [7.42291, -1.04294, 1.80167], [6.49218, -0.14245, 1.31987], [-1.79617, 1.68395, 0.66461], [-5.51098, -3.13028, -2.29726], [-4.19808, -4.28432, -2.57319], [-3.93990, -2.55691, -2.85655], [-2.88204, -3.24487, -0.72524], [-4.42799, -3.87945, -0.13016], [-6.49382, -3.32555, -0.12202], [-8.66715, -2.44075, 0.52711], [-8.92780, -0.04903, 1.09297], [-6.96868, 1.45439, 0.99977], [-3.67626, 0.19681, -0.03644], [-3.57650, 4.47746, 0.04068], [-1.28304, 5.39072, -0.21843], [0.67126, 3.92840, 0.10854], [0.28158, 0.35836, 0.92143], [2.29269, -0.51643, 0.55341], [2.66510, 0.13761, 2.16480], [4.47617, 1.53741, 1.04161], [4.46580, 2.66689, -0.98249], [4.62141, 2.66897, -3.43834], [4.53071, 0.54062, -4.68538], [4.29059, -1.58723, -3.45853], [4.15007, -1.58743, -1.00616], [3.70851, -2.02268, 1.65901], [5.35296, -3.60830, 2.51319], [7.74209, -3.00061, 2.61344], [8.46695, -0.76872, 1.84030], [6.81186, 0.83208, 0.97942], [-1.92012, 0.64716, 0.95075]], "atomic_forces_ev_per_a": [[0.04, 0.19, 0.37], [0.10, -0.41, -0.31], [-0.31, 0.46, 0.19], [0.00, 0.16, 0.05], [0.23, -0.10, -0.05], [-0.12, 0.06, 0.04], [-0.04, -0.18, -0.03], [0.03, 0.11, 0.02], [-0.17, -0.17, 0.02], [0.36, -0.38, -0.15], [0.00, -0.07, -0.02], [-0.07, 0.06, -0.01], [0.33, 0.27, 0.03], [-0.15, -0.08, 0.01], [-0.14, -0.13, 0.02], [0.19, 0.00, 0.01], [-0.17, 0.32, -0.07], [-0.21, -0.34, 0.05], [-0.10, -0.56, 0.09], [0.13, 0.30, -0.01], [0.41, 0.27, 0.06], [-0.19, -0.01, -0.03], [0.02, 0.16, -0.03], [0.00, 0.01, 0.02], [0.03, 0.03, -0.11], [0.01, 0.04, -0.11], [-0.04, -0.10, -0.03], [-0.03, 0.01, -0.03], [0.00, 0.01, 0.16], [-0.04, 0.10, 0.00], [0.05, -0.14, 0.04], [0.02, -0.11, 0.04], [0.07, 0.06, -0.02], [-0.01, -0.02, 0.04], [-0.03, 0.12, -0.04], [-0.07, -0.03, -0.06], [0.01, -0.11, -0.06], [0.04, 0.03, -0.07], [-0.17, -0.06, 0.04], [0.08, 0.10, 0.00], [0.07, -0.07, -0.05], [-0.07, -0.05, 0.00], [-0.08, 0.04, 0.03], [0.02, 0.03, 0.00], [-0.07, 0.21, 0.03], [-0.08, 0.05, 0.01], [0.02, 0.09, -0.03], [0.02, 0.00, 0.00], [0.19, 0.15, -0.06], [-0.02, -0.05, 0.07], [-0.07, -0.05, 0.00], [-0.04, -0.14, -0.05], [-0.01, 0.08, 0.08], [0.01, 0.08, -0.04], [0.01, 0.00, -0.08], [0.00, -0.07, -0.04], [0.02, -0.10, 0.05], [-0.12, 0.01, 0.00], [-0.02, -0.07, 0.03], [0.05, -0.05, 0.03], [0.08, 0.03, 0.01], [0.03, 0.12, -0.04], [-0.03, -0.10, 0.04]], "mulliken_charge": [-1.074, -0.458, -0.458, 1.030, -0.545, -0.819, -0.746, -0.531, 0.151, -0.042, 0.617, -0.671, 0.440, -0.730, -0.771, -0.536, 0.356, -0.015, 0.396, -0.654, -1.216, 0.635, 0.129, -0.166, -0.730, -0.353, -0.838, -0.086, -0.409, -0.040, -0.823, -0.416, -0.675, -0.355, -0.630, 0.355, 0.384, 0.305, 0.359, 0.329, 0.335, 0.380, 0.382, 0.521, 0.195, 0.455, 0.381, 0.539, 0.234, 0.521, 0.398, 0.658, 0.394, 0.384, 0.392, 0.390, 0.410, 0.354, 0.385, 0.384, 0.390, 0.386, 0.433]}

---

Energy relative to the best compared isomer or geometry (same formula, charge and spin) per entry: 0.0, 1.1 kcal/mol